Entry 1:
78
Properties=species:S:1:pos:R:3:lowdin_charge:R:1 method="wB97M-V/def2-TZVPD" e_above_lowest_kj_mol=500.6 energy_ha=-1504.25388 e_lumo_ev=-0.04 homo_lumo_gap_ev=9.95
C 0.07 4.08 -5.32 -0.167
O -0.71 4.35 -6.48 -0.123
H -0.35 4.42 -4.38 0.074
H 0.32 3.02 -5.24 0.073
H 0.99 4.67 -5.35 0.072
H -0.13 4.55 -7.22 0.071
C -0.51 0.57 0.64 -0.174
O 0.84 1.01 0.50 -0.117
H -0.97 1.09 1.48 0.075
H -1.15 0.78 -0.21 0.075
H -0.60 -0.48 0.91 0.072
H 1.18 0.51 -0.24 0.068
C -5.51 1.43 -6.41 -0.215
O -5.71 2.66 -6.94 -0.106
H -4.70 0.89 -6.89 0.077
H -5.14 1.59 -5.39 0.076
H -6.47 0.91 -6.43 0.086
H -4.83 3.04 -6.98 0.081
C 8.38 -0.67 -4.50 -0.135
O 7.05 -0.34 -5.00 -0.139
H 9.05 -0.74 -5.35 0.074
H 8.78 0.17 -3.93 0.065
H 8.35 -1.55 -3.85 0.074
H 6.39 -0.57 -4.34 0.061
C -2.35 -2.24 6.19 -0.180
O -1.61 -2.99 7.12 -0.118
H -2.71 -2.92 5.42 0.069
H -3.26 -1.79 6.58 0.078
H -1.73 -1.46 5.74 0.076
H -0.75 -3.19 6.74 0.074
C 0.94 3.61 8.39 -0.118
O 0.30 3.96 7.10 -0.143
H 1.34 2.60 8.50 0.067
H 1.70 4.32 8.73 0.069
H 0.11 3.68 9.10 0.068
H 0.81 4.60 6.59 0.057
C -2.02 -5.14 -4.40 -0.162
O -1.80 -3.94 -3.65 -0.128
H -1.14 -5.76 -4.59 0.071
H -2.71 -5.77 -3.84 0.079
H -2.26 -4.87 -5.42 0.073
H -2.64 -3.71 -3.26 0.068
C -0.89 -7.76 1.78 -0.234
O -1.87 -8.67 1.67 -0.097
H -1.33 -6.85 1.39 0.080
H -0.61 -7.59 2.82 0.077
H 0.02 -8.05 1.26 0.085
H -2.57 -8.34 2.25 0.088
C 5.79 0.97 5.04 -0.168
O 5.12 -0.15 4.46 -0.121
H 6.21 0.81 6.03 0.076
H 6.60 1.30 4.39 0.072
H 5.12 1.81 5.17 0.071
H 4.67 0.21 3.69 0.070
C 4.12 -3.50 -0.70 -0.143
O 3.57 -2.86 -1.86 -0.150
H 4.94 -2.91 -0.30 0.079
H 3.31 -3.66 0.01 0.074
H 4.40 -4.47 -1.13 0.075
H 2.67 -3.16 -1.98 0.066
C -7.97 -2.86 -2.44 -0.159
O -6.93 -2.10 -1.79 -0.123
H -7.69 -3.16 -3.45 0.074
H -8.22 -3.80 -1.96 0.069
H -8.90 -2.30 -2.55 0.072
H -7.24 -1.85 -0.92 0.068
C 5.59 5.86 -0.75 -0.182
O 4.67 5.74 0.30 -0.117
H 5.26 5.21 -1.56 0.078
H 5.43 6.86 -1.14 0.070
H 6.67 5.86 -0.60 0.075
H 4.06 5.00 0.23 0.076
C -4.98 5.13 2.86 -0.214
O -4.69 4.14 3.77 -0.099
H -5.97 4.94 2.47 0.079
H -5.06 6.07 3.41 0.078
H -4.31 5.23 2.01 0.079
H -3.82 4.45 4.03 0.077



Entry 2:
127
Properties=species:S:1:pos:R:3:lowdin_charge:R:1 method="wB97M-V/def2-TZVPD" energy_ha=-4405.08039 e_lumo_ev=-5.55 total_charge=+1 homo_lumo_gap_ev=5.79
N 0.52 1.26 2.04 -0.025
C -0.19 1.14 0.73 -0.248
C 0.66 0.38 -0.43 -0.154
C -0.28 -0.42 -1.51 -0.123
C 0.27 -1.91 -1.59 -0.100
C -0.50 -2.97 -0.72 0.098
C -0.03 -4.47 -0.73 0.129
C 1.24 -4.76 -1.61 -0.138
N 1.73 -6.17 -1.64 0.152
C 2.84 -6.19 -0.97 -0.138
O 3.96 -6.50 -0.47 0.134
C 1.89 -3.62 -2.41 0.059
N 1.41 -2.22 -2.43 -0.109
S 2.33 -1.15 -3.41 0.881
O 3.78 -1.38 -2.99 -0.262
O 2.10 0.32 -3.26 -0.254
C 2.31 -1.61 -5.26 -0.265
F 3.68 -1.64 -5.69 0.086
F 1.86 -2.96 -5.46 0.054
C 1.60 -0.53 -6.20 -0.211
F 2.26 0.75 -6.18 0.111
F 1.77 -1.00 -7.55 0.099
C 0.04 -0.27 -5.99 -0.166
F -0.27 0.69 -4.97 0.087
F -0.42 0.35 -7.21 0.079
C -0.88 -1.57 -5.81 -0.289
F -0.85 -2.15 -4.52 0.106
F -2.23 -1.13 -6.02 0.101
F -0.65 -2.54 -6.83 0.112
H 1.16 2.07 2.06 0.069
H 1.08 0.42 2.26 0.069
H -1.19 0.60 0.96 0.115
H -0.43 2.21 0.39 0.086
H 1.36 -0.35 0.10 0.116
H 1.32 1.16 -0.93 0.104
H -1.34 -0.41 -1.04 0.124
H -0.29 0.15 -2.49 0.092
H -1.40 -2.65 -0.07 0.140
H -0.55 -5.30 -0.14 0.124
H 2.81 -3.91 -3.04 0.137
O 2.38 -7.04 2.11 -0.056
H 3.15 -7.11 1.55 0.024
H 1.75 -7.67 1.73 0.014
O -1.10 2.18 4.68 -0.052
H -0.39 1.76 4.18 0.018
H -1.60 1.44 5.05 0.030
O -1.93 2.10 -9.37 -0.045
H -1.61 1.52 -8.67 0.000
H -2.69 2.54 -8.98 0.049
O -0.35 2.96 -1.59 -0.042
H -0.04 3.86 -1.77 0.076
H 0.00 2.44 -2.32 0.038
O 0.93 3.63 6.60 -0.061
H 0.22 3.46 5.97 0.016
H 0.55 3.40 7.46 0.024
O -2.84 -1.17 -9.07 -0.054
H -2.99 -0.72 -9.91 0.040
H -1.95 -0.89 -8.81 0.000
O -3.21 3.42 -2.78 -0.059
H -3.35 3.86 -3.63 0.018
H -2.33 3.69 -2.52 0.010
O 1.23 6.13 5.25 -0.075
H 1.15 5.23 5.61 -0.019
H 2.17 6.32 5.29 0.033
O 0.37 -9.23 1.57 -0.068
H -0.35 -9.40 0.94 0.051
H -0.01 -9.46 2.43 0.040
O -1.63 4.80 7.64 -0.070
H -0.84 5.34 7.79 0.036
H -2.19 5.00 8.41 0.019
O 4.62 1.64 -2.50 -0.060
H 5.41 1.58 -3.06 0.025
H 4.01 1.00 -2.90 -0.035
O 2.52 -5.73 -4.51 -0.059
H 2.68 -5.21 -5.31 0.035
H 2.57 -6.64 -4.82 0.061
O -2.62 5.50 10.32 -0.044
H -2.99 4.86 10.95 0.059
H -2.25 6.19 10.88 0.057
O -1.23 -7.87 3.03 -0.075
H -0.44 -7.33 3.18 0.020
H -1.79 -7.67 3.80 0.054
O 2.57 -4.36 3.16 -0.080
H 2.71 -5.30 2.99 -0.018
H 3.36 -4.09 3.64 0.036
O -2.49 2.19 7.46 -0.065
H -2.16 3.09 7.28 -0.009
H -2.13 1.66 6.74 -0.004
O 7.59 0.38 -3.05 -0.071
H 8.31 -0.03 -3.54 0.017
H 7.11 -0.37 -2.68 0.030
O 0.92 -7.53 5.22 -0.053
H 1.07 -6.78 5.81 0.047
H 1.81 -7.88 5.05 0.043
O -0.54 7.44 8.89 -0.060
H -0.68 7.88 8.04 0.010
H 0.35 7.71 9.15 0.047
O -1.92 8.74 6.58 -0.063
H -2.35 8.27 5.85 0.039
H -2.65 9.09 7.10 0.025
O -3.96 1.83 0.15 -0.058
H -3.79 2.35 -0.65 0.010
H -3.90 0.92 -0.16 0.021
O -4.22 3.25 -5.83 -0.058
H -4.52 2.50 -6.36 0.040
H -4.98 3.47 -5.27 0.045
O -2.67 -5.86 -1.23 -0.061
H -2.97 -6.60 -1.76 0.057
H -3.43 -5.64 -0.67 0.045
O 0.01 4.34 1.65 -0.052
H 0.80 4.88 1.80 0.046
H -0.55 4.53 2.41 0.050
O 9.72 -1.30 -2.72 -0.057
H 9.37 -1.95 -2.10 0.050
H 10.08 -0.61 -2.15 0.057
O -3.51 2.45 -12.24 -0.063
H -3.38 1.51 -12.41 0.029
H -2.72 2.71 -11.75 0.017
O -0.33 3.09 9.59 -0.057
H -1.05 2.52 9.88 0.044
H -0.71 3.98 9.63 0.006
O -4.66 8.50 6.53 -0.048
H -5.37 8.33 5.90 0.054
H -5.04 8.27 7.38 0.055
O -4.85 -3.98 -1.68 -0.068
H -5.49 -3.47 -2.19 0.047
H -4.25 -4.34 -2.35 0.021



Entry 3:
37
Properties=species:S:1:pos:R:3:nbo_charge:R:1 method="wB97M-V/def2-TZVPD" energy_ha=-2351.84534 e_lumo_ev=4.20 total_charge=-2 homo_lumo_gap_ev=6.58
Pd -0.05 -0.21 -0.06 0.859
O -3.33 4.62 -0.34 -0.696
C -3.05 4.22 -1.56 0.782
O -3.50 4.80 -2.53 -0.640
C -2.15 3.05 -1.70 -0.272
C -1.72 2.52 -2.92 0.176
Cl -2.30 2.99 -4.45 0.078
N -0.83 1.49 -2.67 -0.193
N -0.68 1.39 -1.32 -0.261
C -1.48 2.29 -0.72 0.109
C -1.61 2.22 0.76 0.750
O -2.29 3.09 1.36 -0.715
O -1.08 1.23 1.34 -0.712
C -0.12 0.63 -3.49 0.209
C -0.13 0.71 -4.89 -0.252
C 0.57 -0.21 -5.64 -0.225
C 1.30 -1.23 -5.05 -0.227
C 1.33 -1.30 -3.66 -0.189
C 0.65 -0.39 -2.89 -0.191
H -2.90 4.02 0.40 0.503
H -0.69 1.48 -5.39 0.220
H 0.55 -0.13 -6.72 0.197
H 1.83 -1.95 -5.65 0.198
H 1.90 -2.08 -3.17 0.217
H 0.71 -0.47 -1.78 0.222
F -1.65 -2.63 -0.03 -0.354
C -1.68 -1.31 -0.36 0.832
F -2.80 -0.83 0.22 -0.359
F -1.98 -1.32 -1.71 -0.391
O 1.58 -2.38 3.17 -0.667
C 1.19 -1.98 2.13 0.744
N 0.84 -1.73 1.03 -0.814
F 1.87 0.99 0.06 -0.589
B 2.93 1.98 0.09 1.351
F 4.13 1.34 -0.19 -0.570
F 2.97 2.56 1.33 -0.561
F 2.66 2.91 -0.89 -0.571



Entry 4:
30
Properties=species:S:1:pos:R:3:nbo_charge:R:1 method="wB97M-V/def2-TZVPD" e_above_lowest_kj_mol=0.0 s_squared=2.03 energy_ha=-4752.46568 e_lumo_ev="4.18 / 4.18" multiplicity=3 total_charge=-2 homo_lumo_gap_ev="5.31 / 5.79"
V -1.00 0.15 -1.21 0.972
O -4.49 -4.63 -4.65 -0.632
C -3.89 -3.75 -4.06 0.170
S -4.46 -2.99 -2.58 0.299
C -3.19 -1.77 -2.43 -0.411
C -2.24 -1.77 -3.39 -0.409
S -0.94 -0.65 -3.49 -0.266
S -2.42 -2.98 -4.66 0.302
S -3.26 -0.65 -1.11 -0.256
Te -1.16 2.89 -1.79 -0.185
C -0.09 3.96 -0.32 -0.443
C 0.71 3.50 0.69 -0.334
C 1.28 4.55 1.48 -0.253
C 0.91 5.79 1.07 -0.476
S -0.16 5.68 -0.28 0.386
H 0.88 2.44 0.87 0.243
H 1.94 4.37 2.33 0.205
H 1.19 6.75 1.49 0.211
Cl 1.77 -2.86 -1.02 -0.017
C 1.75 -2.25 0.61 -0.087
C 2.57 -2.83 1.55 -0.235
C 2.58 -2.37 2.86 -0.308
C 1.75 -1.31 3.19 -0.223
C 0.93 -0.73 2.25 -0.097
Cl -0.12 0.59 2.72 -0.026
C 0.87 -1.14 0.88 0.154
N 0.11 -0.57 -0.03 -0.885
H 3.20 -3.66 1.25 0.205
H 3.23 -2.82 3.60 0.192
H 1.73 -0.92 4.20 0.204